1.
{
  "formula": "C13H21N4",
  "method": "ωB97M-V with the def2-TZVPD basis set",
  "species": ["C", "C", "N", "C", "C", "C", "C", "N", "C", "N", "N", "C", "C", "C", "C", "C", "C", "H", "H", "H", "H", "H", "H", "H", "H", "H", "H", "H", "H", "H", "H", "H", "H", "H", "H", "H", "H", "H"],
  "coordinates": [[-2.1533, 1.6743, 0.3991], [-1.8428, 1.6079, -1.0878], [-0.3818, 1.4701, -1.3387], [0.1512, 2.5660, -2.1843], [0.1595, 3.8942, -1.4457], [0.0023, 0.1429, -1.8721], [-0.3423, -1.0162, -0.9416], [0.4466, -1.1241, 0.2654], [1.0480, -0.2008, 1.0903], [1.1532, 1.1820, 0.7583], [1.5224, -0.6947, 2.1850], [1.2369, -2.0370, 2.1499], [1.5143, -3.0378, 3.0731], [1.0946, -4.3143, 2.7659], [0.4169, -4.5963, 1.5783], [0.1324, -3.6134, 0.6505], [0.5557, -2.3290, 0.9503], [-1.6930, 2.5478, 0.8534], [-3.2278, 1.7527, 0.5395], [-1.8122, 0.7867, 0.9252], [-2.3673, 0.7709, -1.5513], [-2.1987, 2.5171, -1.5725], [0.1626, 1.5069, -0.3745], [-0.4467, 2.6336, -3.0965], [1.1736, 2.3113, -2.4694], [0.5799, 4.6574, -2.0940], [0.7737, 3.8377, -0.5506], [-0.8390, 4.2155, -1.1647], [1.0803, 0.1458, -2.0497], [-0.5022, -0.0177, -2.8285], [-0.1715, -1.9392, -1.5056], [-1.4060, -0.9958, -0.6738], [2.0982, 1.3769, 0.4268], [1.0474, 1.7056, 1.6260], [2.0369, -2.8089, 3.9865], [1.2903, -5.1188, 3.4572], [0.1044, -5.6097, 1.3805], [-0.3968, -3.8499, -0.2599]],
  "forces_ev_per_angstrom": [[0.0, 0.0, -0.2], [-0.6, 0.1, 0.2], [0.2, 0.0, 0.2], [0.2, 0.5, -0.2], [0.0, -0.2, -0.1], [0.1, -0.6, 0.0], [-0.2, 0.1, -0.2], [0.2, 0.0, 0.2], [0.1, -0.2, 0.3], [0.3, 0.0, 0.2], [0.2, 0.7, 0.1], [-0.4, -0.3, -0.6], [0.0, 0.0, -0.1], [0.1, 0.0, 0.1], [-0.1, 0.0, -0.1], [-0.1, -0.1, -0.2], [0.3, -0.1, 0.6], [0.1, 0.1, 0.1], [-0.1, 0.0, 0.0], [0.0, -0.1, 0.1], [0.1, 0.0, -0.1], [0.1, -0.1, -0.1], [-0.3, 0.1, -0.6], [0.0, -0.1, 0.0], [-0.1, -0.1, 0.0], [0.0, 0.1, 0.0], [0.1, 0.0, 0.1], [-0.1, 0.1, 0.0], [-0.1, 0.1, 0.0], [0.0, 0.1, 0.1], [-0.1, 0.2, 0.0], [0.1, -0.1, -0.1], [0.0, 0.0, 0.1], [0.0, 0.0, -0.1], [0.1, 0.0, 0.1], [0.0, -0.1, 0.1], [0.0, -0.1, 0.0], [-0.1, -0.1, -0.1]],
  "lowdin_charge": [-0.0467, -0.1731, -0.1656, -0.1830, -0.0508, -0.1010, -0.0968, 0.0350, -0.3677, 0.1336, 0.1831, -0.2196, 0.0005, -0.0733, -0.0738, -0.0169, -0.1611, 0.0833, 0.0941, 0.0755, 0.1278, 0.1249, 0.0854, 0.1395, 0.1298, 0.0931, 0.0780, 0.0786, 0.1416, 0.1476, 0.1384, 0.1324, 0.1344, 0.1320, 0.1175, 0.1086, 0.1087, 0.1062],
  "e_tot_ev": -19776.817,
  "homo_energy_ha": -0.4202,
  "homo_lumo_gap_ev": 8.93,
  "total_charge": 1,
  "relative_energy_kj_mol": 0.0,
  "e_lumo_ev": -2.50
}

2.
{
  "formula": "C10H17N2O5S",
  "method": "ωB97M-V with the def2-TZVPD basis set",
  "species": ["C", "O", "C", "C", "C", "C", "C", "C", "C", "C", "C", "N", "N", "H", "H", "H", "H", "H", "H", "H", "H", "H", "H", "H", "H", "H", "H", "H", "H", "H", "O", "S", "O", "O", "O"],
  "coordinates": [[4.6896, 1.0924, -0.4191], [3.4169, 0.5802, -0.0815], [3.4562, -0.3382, 0.9910], [2.1466, -1.1394, 1.1085], [1.1853, -1.0069, -0.0776], [-0.2552, -1.4007, 0.3098], [-1.3220, -0.5930, -0.3871], [-1.5051, 0.8089, -0.0245], [-0.8483, 1.5578, 0.9616], [-1.2060, 2.8678, 1.0865], [-2.2039, 3.3843, 0.2372], [-2.8414, 2.6699, -0.6544], [-2.4593, 1.4086, -0.7432], [4.5732, 2.1460, -0.6746], [5.0759, 0.5718, -1.2993], [5.3962, 1.0157, 0.4105], [3.6583, 0.1831, 1.9358], [4.2939, -1.0331, 0.8507], [1.6386, -0.8461, 2.0300], [2.3882, -2.1983, 1.2113], [1.1710, 0.0276, -0.4251], [1.5255, -1.6336, -0.9007], [-0.4371, -2.4270, -0.0134], [-0.3943, -1.4104, 1.3943], [-2.3088, -0.9830, -0.1330], [-1.2839, -0.6663, -1.4759], [-0.0786, 1.1109, 1.5722], [-0.7517, 3.5236, 1.8156], [-2.4902, 4.4248, 0.2986], [-2.9826, 0.8171, -1.4243], [-5.1186, -3.3770, -2.3560], [-4.2760, -2.5304, -1.5041], [-4.8721, -2.3388, -0.1542], [-4.0744, -1.1466, -2.1181], [-2.9056, -3.1218, -1.3474]],
  "forces_ev_per_angstrom": [[-0.2, 0.1, -0.1], [0.0, 0.2, 0.2], [0.2, -0.6, 0.0], [0.1, 0.1, -0.2], [-0.4, 0.3, 0.5], [0.4, -0.5, -0.4], [-0.2, -0.3, 0.3], [0.1, 0.1, -0.4], [-0.1, 0.2, -0.1], [-0.2, 0.1, -0.1], [0.0, 0.2, 0.2], [0.2, -0.2, 0.1], [-0.2, 0.2, -0.1], [0.0, 0.0, 0.0], [0.2, -0.1, 0.1], [0.0, 0.0, 0.0], [0.0, 0.1, 0.0], [0.0, 0.0, -0.1], [-0.1, 0.0, 0.0], [0.0, 0.0, 0.2], [0.2, 0.0, -0.1], [0.0, 0.1, -0.1], [-0.2, 0.0, 0.1], [0.0, 0.2, 0.0], [-0.4, -0.9, -0.3], [-0.1, -0.3, 0.0], [0.0, -0.1, 0.0], [0.1, 0.0, 0.0], [-0.1, 0.0, 0.0], [-0.3, -0.3, 0.1], [0.0, 0.3, -0.1], [0.9, 0.4, 0.6], [0.0, 0.1, -0.1], [0.1, 0.4, 0.1], [0.0, 0.1, 0.0]],
  "lowdin_charge": [-0.1089, -0.2072, -0.2395, -0.1681, -0.1905, -0.1717, -0.1394, -0.1523, 0.0465, -0.0085, -0.1083, 0.1229, 0.1273, 0.0828, 0.0882, 0.0817, 0.1156, 0.1148, 0.0967, 0.1144, 0.0965, 0.1221, 0.1222, 0.1151, 0.1227, 0.1508, 0.1242, 0.1134, 0.1111, 0.1706, -0.4426, 0.1885, -0.4868, -0.5161, -0.4883],
  "e_tot_ev": -34696.519,
  "homo_energy_ha": -0.0981,
  "homo_lumo_gap_ev": 3.40,
  "total_charge": -1,
  "e_lumo_ev": 0.73
}

3.
{
  "formula": "C44H63CrN6O4S",
  "method": "ωB97M-V with the def2-TZVPD basis set",
  "species": ["Cr", "C", "N", "C", "C", "C", "N", "C", "C", "C", "C", "C", "C", "C", "O", "C", "C", "C", "C", "C", "C", "C", "C", "C", "C", "C", "C", "C", "C", "C", "O", "C", "C", "C", "C", "C", "C", "C", "C", "H", "H", "H", "H", "H", "H", "H", "H", "H", "H", "H", "H", "H", "H", "H", "H", "H", "H", "H", "H", "H", "H", "H", "H", "H", "H", "H", "H", "H", "H", "H", "H", "H", "H", "H", "H", "H", "H", "H", "H", "H", "H", "H", "H", "H", "H", "H", "H", "H", "H", "H", "H", "H", "H", "N", "C", "C", "C", "C", "C", "C", "S", "O", "O", "N", "C", "N", "C", "C", "C", "N", "H", "H", "H", "H", "H", "H", "H", "H", "H"],
  "coordinates": [[-0.0298, 0.0839, 0.0439], [-2.2006, -2.0621, -0.4495], [-1.4282, -1.0993, -1.2581], [-2.4085, -0.2501, -1.9683], [-0.5779, -1.8273, -2.2417], [0.9026, -1.4747, -2.1432], [1.3473, -1.3418, -0.7381], [2.6897, -0.7088, -0.7154], [3.1912, -0.3307, 0.6455], [4.3885, -0.8379, 1.1152], [4.9927, -0.3308, 2.2588], [4.3869, 0.7799, 2.8447], [3.1899, 1.3381, 2.3967], [2.5162, 0.6848, 1.3440], [1.3125, 1.0784, 0.9630], [2.6870, 2.6922, 2.9138], [3.6117, 3.2694, 3.9890], [2.6666, 3.6810, 1.7357], [1.2820, 2.6031, 3.5179], [6.2841, -0.9593, 2.7803], [6.0312, -2.4392, 3.0986], [7.3870, -0.8575, 1.7178], [6.7832, -0.2777, 4.0540], [1.3963, -2.6792, -0.1097], [1.3278, -2.7860, 1.3904], [2.1193, -3.7404, 2.0210], [1.9211, -4.0849, 3.3475], [0.8711, -3.4443, 4.0093], [0.0702, -2.4678, 3.4363], [0.3353, -2.0902, 2.0926], [-0.3732, -1.1453, 1.5046], [-1.0895, -1.8376, 4.2162], [-2.4186, -2.0974, 3.4911], [-0.8641, -0.3295, 4.3579], [-1.2215, -2.4199, 5.6256], [2.7389, -5.1478, 4.0807], [3.8857, -5.6784, 3.2207], [1.8289, -6.3276, 4.4525], [3.3373, -4.5628, 5.3678], [-2.8688, -2.6399, -1.1009], [-2.7931, -1.5139, 0.2788], [-1.5409, -2.7307, 0.0938], [-3.0224, -0.8741, -2.6297], [-1.8954, 0.5069, -2.5545], [-3.0462, 0.2491, -1.2421], [-0.9113, -1.5897, -3.2544], [-0.7386, -2.8983, -2.1080], [1.1071, -0.5282, -2.6370], [1.4906, -2.2506, -2.6535], [2.6190, 0.1827, -1.3390], [3.4033, -1.3957, -1.1909], [4.8603, -1.6415, 0.5552], [4.8817, 1.2514, 3.6808], [4.6247, 3.4348, 3.6132], [3.6694, 2.6222, 4.8685], [3.2145, 4.2349, 4.3114], [3.6681, 3.7915, 1.3115], [2.3301, 4.6630, 2.0818], [1.9945, 3.3471, 0.9463], [1.2846, 1.9573, 4.3980], [0.5648, 2.2168, 2.7978], [0.9572, 3.6011, 3.8293], [5.6985, -2.9841, 2.2127], [5.2486, -2.5313, 3.8538], [6.9397, -2.9199, 3.4752], [7.1036, -1.3752, 0.7998], [8.3173, -1.3029, 2.0838], [7.5792, 0.1872, 1.4646], [6.0388, -0.3277, 4.8516], [7.0271, 0.7725, 3.8798], [7.6894, -0.7781, 4.4056], [2.3049, -3.1768, -0.4724], [0.5541, -3.2444, -0.5121], [2.8917, -4.2252, 1.4326], [0.6734, -3.7287, 5.0344], [-2.4147, -1.6378, 2.5066], [-3.2463, -1.6764, 4.0698], [-2.5914, -3.1719, 3.3796], [-0.7748, 0.1507, 3.3863], [0.0545, -0.1415, 4.9171], [-1.6958, 0.1286, 4.9031], [-1.4190, -3.4951, 5.6107], [-2.0609, -1.9331, 6.1279], [-0.3268, -2.2401, 6.2264], [3.5176, -6.1642, 2.3143], [4.4570, -6.4175, 3.7881], [4.5684, -4.8774, 2.9285], [1.3804, -6.7628, 3.5566], [1.0183, -6.0107, 5.1111], [2.4002, -7.1060, 4.9676], [4.0015, -3.7282, 5.1400], [3.9123, -5.3250, 5.9022], [2.5591, -4.1961, 6.0387], [-2.8762, 3.1074, -7.1538], [-2.0246, 2.9342, -6.0520], [-1.7132, 4.0074, -5.2221], [-0.8518, 3.8447, -4.1521], [-0.2824, 2.6045, -3.9093], [-0.5715, 1.5355, -4.7378], [-1.4378, 1.6925, -5.8057], [0.8133, 2.3792, -2.5373], [1.8354, 1.4632, -3.0071], [1.2239, 3.6883, -2.1156], [-0.0303, 1.5925, -1.4397], [-1.1043, 2.2442, -0.7917], [-1.6946, 3.3141, -1.2243], [-2.7772, 3.7395, -0.4413], [-3.1791, 3.0471, 0.6900], [-2.5075, 1.9048, 1.0724], [-1.4250, 1.4957, 0.2947], [-3.5100, 3.8853, -7.0561], [-3.3716, 2.2719, -7.4229], [-2.1662, 4.9750, -5.4104], [-0.6346, 4.6567, -3.4734], [-0.1013, 0.5757, -4.5541], [-1.6574, 0.8551, -6.4591], [-3.2807, 4.6380, -0.7704], [-4.0142, 3.4030, 1.2816], [-2.7312, 1.3302, 1.9593]],
  "forces_ev_per_angstrom": [[0.4, -0.2, 0.1], [0.0, 0.0, -0.1], [0.0, 0.0, 0.0], [0.0, 0.0, 0.0], [-0.1, 0.0, 0.0], [0.0, -0.1, 0.1], [0.0, 0.1, -0.1], [0.0, -0.1, 0.0], [0.1, -0.1, -0.1], [0.0, 0.0, 0.0], [0.0, 0.0, 0.0], [0.0, 0.0, 0.0], [0.1, 0.0, 0.1], [-0.3, 0.1, -0.1], [0.3, -0.1, 0.0], [0.0, -0.1, 0.0], [0.0, 0.0, 0.0], [0.0, 0.0, 0.0], [-0.1, 0.0, 0.0], [0.0, 0.0, 0.0], [0.0, 0.0, 0.0], [0.0, 0.0, 0.0], [0.0, 0.0, 0.0], [0.0, 0.0, 0.0], [0.0, 0.0, -0.1], [0.0, 0.0, 0.0], [0.0, 0.0, 0.0], [0.0, 0.0, 0.0], [0.0, 0.0, 0.0], [0.0, 0.1, 0.1], [-0.3, 0.2, -0.1], [0.1, 0.0, 0.0], [0.0, 0.0, 0.0], [0.0, 0.1, 0.0], [0.0, 0.0, 0.0], [0.0, 0.0, 0.0], [0.0, 0.0, 0.0], [0.0, 0.0, 0.0], [0.0, 0.0, 0.0], [0.0, 0.0, 0.0], [0.0, 0.0, 0.0], [0.0, 0.0, 0.0], [0.0, 0.0, 0.0], [0.0, 0.0, 0.0], [0.0, 0.0, 0.0], [0.0, 0.0, 0.0], [0.0, 0.0, 0.0], [0.0, 0.1, 0.0], [0.0, 0.0, 0.0], [0.0, 0.0, 0.0], [0.0, 0.0, 0.0], [0.0, 0.0, 0.0], [0.0, 0.0, 0.0], [0.0, 0.0, 0.0], [0.0, 0.0, 0.0], [0.0, 0.0, 0.0], [0.0, 0.0, 0.0], [0.0, 0.0, 0.0], [0.0, 0.0, 0.0], [0.0, 0.0, 0.0], [0.0, 0.0, 0.0], [0.0, 0.0, 0.0], [0.0, 0.0, 0.0], [0.0, 0.0, 0.0], [0.0, 0.0, 0.0], [0.0, 0.0, 0.0], [0.0, 0.0, 0.0], [0.0, 0.0, 0.0], [0.0, 0.0, 0.0], [0.0, 0.0, 0.0], [0.0, 0.0, 0.0], [0.0, 0.0, 0.0], [0.0, 0.0, 0.0], [0.0, 0.0, 0.0], [0.0, 0.0, 0.0], [0.0, 0.0, 0.0], [0.0, 0.0, 0.0], [0.0, 0.0, 0.0], [0.0, 0.0, 0.0], [0.0, 0.0, 0.0], [0.0, 0.0, 0.0], [0.0, 0.0, 0.0], [0.0, 0.0, 0.0], [0.0, 0.0, 0.0], [0.0, 0.0, 0.0], [0.0, 0.0, 0.0], [0.0, 0.0, 0.0], [0.0, 0.0, 0.0], [0.0, 0.0, 0.0], [0.0, 0.0, 0.0], [0.0, 0.0, 0.0], [0.0, 0.0, 0.0], [0.0, 0.0, 0.0], [0.0, 0.0, 0.0], [0.0, -0.1, 0.0], [0.0, 0.1, 0.0], [-0.1, -0.1, 0.0], [0.0, 0.2, 0.0], [0.0, -0.1, -0.1], [-0.1, 0.0, 0.0], [0.0, 0.0, 0.1], [0.1, -0.1, 0.0], [0.1, 0.0, 0.0], [-0.5, 0.1, 0.2], [0.1, -0.2, 0.0], [-0.1, 0.1, 0.0], [0.1, -0.1, 0.0], [0.0, 0.0, 0.0], [0.1, -0.1, -0.1], [0.0, -0.1, 0.0], [0.0, 0.0, 0.0], [0.0, 0.0, 0.0], [0.0, 0.0, 0.0], [0.0, 0.0, 0.0], [0.0, 0.0, 0.0], [0.0, 0.0, 0.0], [0.0, 0.0, 0.0], [0.0, 0.0, 0.0], [0.0, 0.0, 0.0]],
  "lowdin_charge": [0.8968, -0.0720, -0.2744, -0.0675, -0.1501, -0.1539, -0.1987, -0.0999, -0.1241, 0.0004, -0.1749, 0.0230, -0.0703, -0.2593, -0.1761, -0.5265, -0.0802, -0.0312, -0.0393, -0.5575, -0.0553, -0.0543, -0.0718, -0.0943, -0.1214, 0.0098, -0.1742, 0.0120, -0.0682, -0.2676, -0.2014, -0.5279, -0.0389, -0.0377, -0.0786, -0.5553, -0.0657, -0.0534, -0.0447, 0.0961, 0.0876, 0.0823, 0.0955, 0.0702, 0.0915, 0.1189, 0.1116, 0.0832, 0.1377, 0.1113, 0.1323, 0.1128, 0.0801, 0.0818, 0.0818, 0.0795, 0.0902, 0.0829, 0.0778, 0.0764, 0.0701, 0.0832, 0.0690, 0.0706, 0.0846, 0.0737, 0.0779, 0.0882, 0.0870, 0.0837, 0.0793, 0.1305, 0.1167, 0.1055, 0.0878, 0.0551, 0.0819, 0.0886, 0.0664, 0.0850, 0.0870, 0.0824, 0.0807, 0.0832, 0.0827, 0.0826, 0.0621, 0.0867, 0.0759, 0.0785, 0.0679, 0.0818, 0.0760, 0.0768, -0.3309, -0.0318, -0.0564, -0.2897, -0.0773, -0.0411, 0.5949, -0.3398, -0.2897, -0.1686, -0.5223, 0.1033, -0.1663, -0.1433, -0.1534, -0.0489, 0.0781, 0.0775, 0.1069, 0.1089, 0.1047, 0.1039, 0.0687, 0.0831, 0.0834],
  "e_tot_ev": -103043.338,
  "homo_energy_ha": [-0.0722, -0.1713],
  "homo_lumo_gap_ev": [4.26, 6.96],
  "total_charge": -1,
  "relative_energy_kj_mol": 13.0,
  "spin_multiplicity": 5,
  "e_lumo_ev": [2.29, 2.29]
}

4.
{
  "formula": "C5H10N2O",
  "method": "ωB97M-V with the def2-TZVPD basis set",
  "species": ["C", "C", "C", "O", "C", "C", "N", "N", "H", "H", "H", "H", "H", "H", "H", "H", "H", "H"],
  "coordinates": [[-1.4094, -0.7637, -0.9359], [-0.1923, -0.6261, -0.0591], [-0.5608, -0.6609, 1.4222], [0.7604, -1.6501, -0.2821], [0.5188, 0.7733, -0.4606], [1.3656, 1.4425, 0.5904], [0.9228, 0.8967, -1.8144], [-0.1393, 1.5016, -1.5288], [-1.1891, -0.1044, -1.9207], [-2.2598, -0.1902, -0.5622], [-1.6752, -1.8055, -1.1081], [-1.2241, 0.1620, 1.6671], [0.3309, -0.6028, 2.0322], [-1.0669, -1.5995, 1.6342], [1.0621, -1.5991, -1.1987], [2.0714, 0.7120, 0.9932], [0.7628, 1.8512, 1.4018], [1.9219, 2.2630, 0.1297]],
  "forces_ev_per_angstrom": [[0.1, 1.9, -2.3], [0.6, 1.7, -0.1], [0.2, -0.1, -0.5], [0.1, -0.3, 0.0], [-0.8, -1.7, 2.1], [-0.1, 0.2, -0.4], [-1.3, 0.9, -0.7], [2.1, 0.0, -0.5], [-0.8, -2.5, 1.7], [0.0, -0.3, 0.4], [0.0, 0.2, -0.2], [-0.1, 0.1, 0.0], [0.2, 0.0, 0.2], [-0.1, -0.1, 0.1], [-0.1, 0.0, 0.1], [0.0, 0.1, 0.0], [0.0, -0.1, 0.0], [0.0, -0.1, 0.1]],
  "lowdin_charge": [-0.0421, -0.5686, -0.0261, -0.0093, -0.4843, -0.0272, 0.1401, 0.1385, 0.1049, 0.0835, 0.0897, 0.0903, 0.0771, 0.0906, 0.0970, 0.0882, 0.0791, 0.0786],
  "e_tot_ev": -10372.388,
  "homo_energy_ha": -0.3691,
  "homo_lumo_gap_ev": 10.25,
  "relative_energy_kj_mol": 281.4,
  "e_lumo_ev": 0.21
}

Number 1: maximum force 0.01562 Eh/bohr. Number 2: maximum force 0.02238 Eh/bohr. Number 3: maximum force 0.01109 Eh/bohr. Number 4: maximum force 0.06145 Eh/bohr.